Entry 1:
The following is a quantum chemistry calculation of an isolated molecule of C14H16FN5OS, from the Open Molecules 2025 dataset.

Computed properties:
**SMILES string**: Cc1cnn(CCC(=O)NNC(=S)Nc2ccc(F)cc2)c1
**E_tot**: -1390.15749 Eh
**HOMO-LUMO gap**: 8.892 eV
**Energy relative to the best compared isomer or geometry (same formula, charge and spin)**: 0.0 kJ/mol

```
38
C14H16FN5OS ωB97M-V/def2-TZVPD
C 2.31204 -3.70704 2.77833
C 1.89786 -3.34862 1.39457
C 2.18323 -2.16688 0.68909
N 1.65522 -2.19014 -0.51912
N 1.03840 -3.36525 -0.62736
C 0.24840 -3.65148 -1.79184
C -1.16901 -3.06894 -1.63961
C -1.05796 -1.65468 -1.09921
O -1.34307 -1.33565 0.03302
N -0.51084 -0.77501 -1.97466
N -0.24874 0.51897 -1.56203
C -1.16292 1.50544 -1.78647
S -2.19137 1.43034 -3.07343
N -1.10919 2.61478 -1.00862
C -0.54276 2.77430 0.26152
C -0.07332 4.03796 0.61856
C 0.47726 4.25677 1.86585
C 0.55273 3.19996 2.75577
F 1.09802 3.40533 3.97246
C 0.06956 1.94445 2.43470
C -0.48741 1.73110 1.18755
C 1.14743 -4.08826 0.50742
H 1.86486 -3.02200 3.49788
H 3.39453 -3.64295 2.88162
H 1.99542 -4.71905 3.01828
H 2.75061 -1.31762 1.01575
H 0.19910 -4.73331 -1.93683
H 0.75394 -3.19537 -2.64672
H -1.68614 -3.07740 -2.59848
H -1.73953 -3.65334 -0.91705
H -0.39566 -0.96469 -2.95926
H 0.32607 0.56192 -0.72631
H -1.58745 3.41830 -1.39434
H -0.14218 4.85039 -0.08922
H 0.84543 5.22885 2.15218
H 0.11721 1.14746 3.15908
H -0.91103 0.76268 0.96377
H 0.70337 -5.05885 0.60162
```

Results of the Löwdin charge analysis, in e, for atoms 1 through 6: -0.056 -0.267 -0.104 0.075 -0.173 -0.126

***

Entry 2:
The following is a quantum chemistry calculation of an isolated molecule of C14H16N2O3S, from the Open Molecules 2025 dataset.

Computed properties:
**SMILES string**: CCOc1ccc(S(=O)(=O)NCc2ccccn2)cc1
**E_tot**: -1276.48942 Eh
**HOMO-LUMO gap**: 9.665 eV
**Energy relative to the best compared isomer or geometry (same formula, charge and spin)**: 227.3 kJ/mol

```
36
C14H16N2O3S ωB97M-V/def2-TZVPD
C 3.45722 2.74605 -4.87258
C 2.78700 1.55756 -4.20185
O 2.80153 1.79172 -2.80393
C 2.29425 0.86179 -1.96726
C 1.70966 -0.34027 -2.36750
C 1.22682 -1.21962 -1.41333
C 1.32627 -0.90934 -0.07350
S 0.65599 -2.04467 1.13165
O 0.68231 -3.37235 0.59506
O 1.25170 -1.78352 2.40763
N -0.95170 -1.63254 1.25869
C -1.27220 -0.34671 1.83344
C -2.58721 -0.40651 2.56663
C -2.82027 -1.40437 3.50891
C -4.04206 -1.42805 4.15671
C -4.98322 -0.45706 3.84401
C -4.65184 0.49020 2.88967
N -3.48710 0.51635 2.26198
C 1.90302 0.27876 0.33952
C 2.38488 1.16169 -0.60196
H 4.47947 2.84383 -4.51822
H 2.91931 3.65917 -4.63380
H 3.46436 2.60655 -5.94962
H 3.33276 0.63311 -4.43303
H 1.75179 1.45543 -4.55457
H 1.63094 -0.59974 -3.41095
H 0.78700 -2.16265 -1.69781
H -1.49460 -1.89878 0.45391
H -1.31003 0.45899 1.08905
H -0.46767 -0.14257 2.54549
H -2.05104 -2.13281 3.70961
H -4.25891 -2.18673 4.89477
H -5.94753 -0.43778 4.32742
H -5.34806 1.26855 2.60519
H 1.98216 0.48288 1.39511
H 2.84499 2.09343 -0.31455
```

Results of the Löwdin charge analysis, in e, for atoms 1 through 6: -0.063 -0.257 -0.042 -0.260 -0.001 -0.054

***

Entry 3:
The following is a quantum chemistry calculation of a structure of composition C14H16N3O5PPt, from the Open Molecules 2025 dataset.

Computed properties:
**E_tot**: -1543.18915 Eh
**HOMO-LUMO gap**: 2.700 eV
**Charge**: +2

```
40
C14H16N3O5PPt ωB97M-V/def2-TZVPD
C 5.25969 -0.17335 0.22851
C 4.65280 -0.51431 -1.09865
O 5.09618 -1.26483 -1.90099
O 3.45448 0.16258 -1.37764
C 2.30519 -0.29382 -0.68999
C 1.34052 -0.91114 -1.72119
C -0.01755 -0.16728 -1.86463
C -0.77108 0.10945 -0.63140
C -1.37752 -0.96386 0.19038
P -1.19468 -2.71820 -0.37643
O -1.70621 -2.67920 -1.76371
C -2.15944 -0.68423 1.32969
C -2.83721 -1.73648 2.18408
O -4.09055 -2.17334 1.68208
N -4.44217 -1.65785 0.32488
O -4.60829 -2.52085 -0.40319
C -2.31444 0.63945 1.69948
C -1.73381 1.72287 0.93672
N -1.95742 2.94824 1.37358
C -1.43226 3.92312 0.60525
C -0.64767 3.66796 -0.55898
N -0.41820 2.45529 -0.95955
C -0.97415 1.43738 -0.22937
H 5.10947 0.88232 0.43963
H 6.30873 -0.44254 0.23694
H 4.73390 -0.74100 0.99883
H 2.60015 -1.07556 0.01349
H 1.86001 0.54657 -0.15184
H 1.22382 -1.97892 -1.55982
H 1.81952 -0.82582 -2.69500
H -0.65023 -0.81549 -2.48485
H 0.15733 0.74520 -2.42263
H -1.96406 -3.48326 0.50356
H 0.13938 -3.08840 -0.17286
H -2.20755 -2.60944 2.34650
H -3.03698 -1.28079 3.15496
H -2.89062 0.89862 2.58091
H -1.64600 4.97244 0.86057
H -0.23953 4.49599 -1.12491
Pt -0.74352 5.19244 2.49763
```

Results of the Löwdin charge analysis, in e, for atoms 1 through 6: 0.029 -0.495 0.185 -0.035 -0.177 -0.098

***

Entry 4:
The following is a quantum chemistry calculation of an isolated molecule of C14H16N4O2S, from the Open Molecules 2025 dataset.

Computed properties:
**SMILES string**: Cc1ccc(-c2nnc(N(C)C(=O)[C@@H]3CCCO3)s2)cn1
**E_tot**: -1310.76621 Eh
**HOMO-LUMO gap**: 8.565 eV
**Energy relative to the best compared isomer or geometry (same formula, charge and spin)**: 121.0 kJ/mol

```
37
C14H16N4O2S ωB97M-V/def2-TZVPD
C -0.70152 4.25218 5.31552
C -0.34692 3.28965 4.22903
C 0.38256 3.69447 3.11011
C 0.68321 2.76781 2.13413
C 0.25015 1.44990 2.29487
C 0.52591 0.42453 1.32289
N 0.14416 -0.80262 1.42490
N 0.51593 -1.58459 0.43572
C 1.18551 -0.98438 -0.48829
N 1.69436 -1.57332 -1.61590
C 3.03600 -1.19045 -2.01748
C 0.98480 -2.44577 -2.40472
O 1.50550 -3.02280 -3.33081
C -0.50483 -2.55334 -2.05872
C -1.28804 -3.26462 -3.17613
C -2.32929 -2.22809 -3.60735
C -1.68811 -0.92325 -3.13977
O -1.05064 -1.24687 -1.92021
S 1.45331 0.72567 -0.14930
C -0.47481 1.14758 3.45349
N -0.75887 2.03609 4.37977
H -1.25792 3.73491 6.09095
H -1.30814 5.06412 4.91763
H 0.19967 4.68590 5.74583
H 0.70354 4.72071 3.01474
H 1.24550 3.04917 1.25412
H 3.73483 -1.35460 -1.19695
H 3.06069 -0.13818 -2.30968
H 3.31324 -1.81302 -2.86627
H -0.59635 -3.04910 -1.08762
H -0.60379 -3.50513 -3.99064
H -1.74332 -4.18540 -2.82061
H -3.26858 -2.38587 -3.07714
H -2.51772 -2.23617 -4.67786
H -0.94866 -0.57067 -3.87445
H -2.40124 -0.12501 -2.93317
H -0.83009 0.14058 3.61939
```

Results of the Löwdin charge analysis, in e, for atoms 1 through 6: -0.039 -0.336 -0.021 -0.034 -0.214 -0.522

***

Entry 5:
The following is a quantum chemistry calculation of an isolated molecule of C14H16N4O4, from the Open Molecules 2025 dataset.

Computed properties:
**SMILES string**: COc1cc(/C=N/NC(=O)C[C@H]2C(=O)NN=C2C)ccc1O
**E_tot**: -1063.05268 Eh
**HOMO-LUMO gap**: 8.363 eV
**Energy relative to the best compared isomer or geometry (same formula, charge and spin)**: 160.6 kJ/mol

```
38
C14H16N4O4 ωB97M-V/def2-TZVPD
C 5.89508 1.58735 -0.82870
O 5.50423 0.27879 -0.49737
C 4.17827 0.05079 -0.20386
C 3.17512 0.99643 -0.21643
C 1.86009 0.63672 0.10473
C 0.82773 1.64509 0.08400
N -0.37670 1.35261 0.37350
N -1.33700 2.28849 0.34221
C -2.62796 1.99704 0.67270
O -3.48881 2.84894 0.62518
C -2.85502 0.55878 1.08015
C -2.76950 -0.39232 -0.12286
C -2.62594 -1.84729 0.32702
O -1.78338 -2.34066 1.03502
N -3.67537 -2.48776 -0.25733
N -4.48701 -1.67056 -0.99977
C -4.02100 -0.48076 -0.95699
C -4.65015 0.66617 -1.64507
C 1.57145 -0.68739 0.43811
C 2.57341 -1.63502 0.44930
C 3.87796 -1.28406 0.13153
O 4.85566 -2.21858 0.14415
H 5.69865 2.28294 -0.00695
H 5.38990 1.93821 -1.73400
H 6.96743 1.53795 -1.01075
H 3.38904 2.02314 -0.47158
H 1.12094 2.66606 -0.19344
H -1.11801 3.25462 0.08324
H -3.83549 0.47878 1.55159
H -2.07860 0.26562 1.78934
H -1.89447 -0.12791 -0.72427
H -3.91342 -3.46266 -0.16941
H -4.84667 1.46825 -0.93467
H -5.57839 0.35262 -2.11298
H -3.97750 1.05941 -2.40718
H 0.56015 -0.96293 0.68935
H 2.36494 -2.66093 0.70486
H 5.68856 -1.78924 -0.09706
```

Results of the Löwdin charge analysis, in e, for atoms 1 through 6: -0.081 -0.095 -0.200 0.024 -0.214 -0.087

***

Entry 6:
The following is a quantum chemistry calculation of a cluster of 2 separate species, C14H16O in total, from the Open Molecules 2025 dataset.

Computed properties:
**SMILES string**: Cc1ccc(O)cc1.Cc1ccccc1
**E_tot**: -618.19606 Eh
**HOMO-LUMO gap**: 8.760 eV
**Energy relative to the best compared isomer or geometry (same formula, charge and spin)**: 314.9 kJ/mol

```
31
C14H16O ωB97M-V/def2-TZVPD
C -0.38242 -3.73688 1.56877
C -1.06686 -2.47033 1.27824
C -1.54860 -2.09968 -0.00333
C -1.97155 -0.77877 -0.10644
C -2.03432 0.04809 1.06649
O -2.39661 1.31831 0.92702
C -1.93899 -0.53151 2.32854
C -1.39766 -1.80759 2.46029
H -0.22768 -3.74849 2.56327
H 0.59456 -4.06161 1.09436
H -0.83136 -4.60332 1.29965
H -1.22100 -2.66767 -0.86992
H -2.09123 -0.48362 -1.14856
H -3.15076 1.51366 0.17834
H -2.53916 -0.08158 3.05028
H -0.81392 -1.90755 3.33100
C 3.10921 1.41661 0.23371
C 2.05295 1.63046 -0.78233
C 2.33082 1.31802 -2.06376
C 1.34900 1.54134 -3.09099
C 0.15582 2.05611 -2.72061
C -0.21059 2.38211 -1.32212
C 0.79262 2.09164 -0.39700
H 3.94355 0.97009 -0.17787
H 2.77731 0.62542 0.96447
H 3.30912 2.33407 0.88361
H 3.34849 0.92124 -2.47328
H 1.43934 1.34675 -4.16967
H -0.65820 2.33321 -3.44684
H -1.16625 2.75872 -1.05551
H 0.44437 2.37276 0.60019
```

Results of the Löwdin charge analysis, in e, for atoms 1 through 6: -0.073 -0.268 -0.024 -0.011 -0.362 -0.016

***

Entry 7:
The following is a quantum chemistry calculation of a cluster of 2 separate species, C14H16O in total, from the Open Molecules 2025 dataset.

Computed properties:
**SMILES string**: Cc1ccc(O)cc1.Cc1ccccc1
**E_tot**: -618.27808 Eh
**HOMO-LUMO gap**: 9.043 eV
**Energy relative to the best compared isomer or geometry (same formula, charge and spin)**: 99.5 kJ/mol

```
31
C14H16O ωB97M-V/def2-TZVPD
C -2.15769 2.84358 3.02841
C -1.99368 1.91705 1.86218
C -2.20317 2.28871 0.53135
C -2.32046 1.37693 -0.48175
C -2.31030 0.00159 -0.14566
O -2.69289 -0.78565 -1.19436
C -1.90870 -0.41823 1.11041
C -1.85011 0.55123 2.10819
H -1.66656 2.43537 3.91420
H -3.19206 3.06732 3.27986
H -1.63815 3.79531 2.87015
H -2.24219 3.34966 0.29544
H -2.35835 1.54780 -1.54673
H -2.78502 -1.73552 -0.97381
H -1.67399 -1.47328 1.19624
H -1.62470 0.29989 3.13837
C 1.55826 -2.94833 0.19968
C 2.24114 -1.79997 -0.51252
C 3.14288 -2.03318 -1.51785
C 3.64668 -0.99551 -2.28913
C 3.30208 0.33431 -2.04007
C 2.38648 0.49190 -1.01086
C 1.77788 -0.50462 -0.20261
H 0.93401 -2.58500 1.01940
H 2.34528 -3.46215 0.77476
H 1.00205 -3.65440 -0.40915
H 3.40219 -3.03671 -1.83303
H 4.21660 -1.27748 -3.16568
H 3.53673 1.12633 -2.73245
H 2.07664 1.50227 -0.73325
H 1.12767 -0.09572 0.54897
```

Results of the Löwdin charge analysis, in e, for atoms 1 through 6: -0.064 -0.291 -0.053 -0.012 -0.327 0.036

***

Entry 8:
The following is a quantum chemistry calculation of a cluster of 2 separate species, C14H16O in total, from the Open Molecules 2025 dataset.

Computed properties:
**E_tot**: -617.88925 Eh
**2S+1**: 2
**HOMO-LUMO gap (spin up / spin down)**: 6.930 / 3.481 eV
**Energy relative to the best compared isomer or geometry (same formula, charge and spin)**: 384.9 kJ/mol
**Charge**: +1

```
31
C14H16O ωB97M-V/def2-TZVPD
C 3.45150 -2.34526 -1.17933
C 0.98382 -2.43692 -0.46268
C 2.30676 -2.83790 -0.26447
C -0.05844 -2.55317 0.35444
C 2.54299 -3.50811 0.93155
C 0.25993 -3.04342 1.65760
C 1.51441 -3.60074 1.93432
H 1.11581 -1.50735 -1.22250
H -1.02723 -2.09083 0.09863
H 4.28695 -1.70908 -0.89313
H 2.86605 -2.15623 -2.16394
H 3.49936 -3.95400 1.11235
H -0.52713 -3.06075 2.33255
H 1.64053 -4.34140 2.79137
H 4.12593 -3.28281 -1.31101
C -0.79072 3.65262 2.21161
C -0.51897 1.51224 -0.94519
C -1.80912 1.81345 -1.49103
C -0.20739 2.16174 0.20293
C -1.08767 3.09313 0.85300
C -2.46421 3.01412 -1.10384
C -2.18398 3.57089 0.16101
O -2.22405 0.94665 -2.51635
H 0.23104 0.88822 -1.28656
H 0.77869 2.19968 0.72517
H -3.11330 3.57307 -1.79167
H -2.93259 1.14110 -3.25637
H 0.14193 4.06766 2.02532
H -0.58823 2.85830 2.80155
H -2.73589 4.42877 0.48767
H -1.60299 4.41634 2.52199
```

Results of the Löwdin charge analysis, in e, for atoms 1 through 6: -0.060 -0.129 -0.300 -0.106 -0.046 -0.085